An isolated ion of composition C9H18N4 and charge +2 at a distorted geometry, computed with ωB97M-V/def2-TZVPD.

## Properties
F_max in eV/Å: 3.858
Gap between HOMO and LUMO in eV: 8.925
Charge: +2
Energy in eV: -15565.95023
Energy relative to the best compared isomer or geometry (same formula, charge and spin) in kcal per mole: 22.5

Each atom is followed by the atoms it is bonded to, with distances in Å.
Cartesian coordinates (Å):
1 C 0.680 -2.082 -1.061  C2 1.355, H14 1.034, H15 1.096
2 C 0.930 -1.242 -0.028  C1 1.355, C3 1.484, N10 1.365
3 C 0.093 -1.258 1.197  C2 1.484, C4 1.324, H16 1.145
4 C -1.190 -0.932 1.199  C3 1.324, N5 1.444, H17 0.999
5 N -1.810 -0.479 -0.024  C4 1.444, C6 1.482, C7 1.534, H18 1.031
6 C -3.275 -0.700 0.028  N5 1.482, H19 1.159, H20 1.135, H21 1.163
7 C -1.415 0.996 -0.169  N5 1.534, C8 1.337, N9 1.338
8 C -1.851 1.927 0.686  C7 1.337, H22 1.046, H23 1.115
9 N -0.499 1.120 -1.136  C7 1.338, H24 1.063, H25 1.040
10 N 1.921 -0.304 0.023  C2 1.365, C11 1.487, C12 1.334
11 C 2.967 -0.213 -1.031  N10 1.487, H26 1.091, H27 1.053, H28 1.096
12 C 1.805 0.699 0.894  N10 1.334, N13 1.309, H29 1.056
13 N 2.528 1.787 0.808  C12 1.309, H30 0.961, H31 0.966
14 H 1.278 -2.124 -1.904  C1 1.034
15 H -0.135 -2.806 -1.177  C1 1.096
16 H 0.741 -1.622 2.069  C3 1.145
17 H -1.815 -1.050 1.970  C4 0.999
18 H -1.410 -1.031 -0.798  N5 1.031
19 H -3.781 -0.189 0.937  C6 1.159
20 H -3.841 -0.113 -0.761  C6 1.135
21 H -3.581 -1.810 0.187  C6 1.163
22 H -2.531 1.734 1.458  C8 1.046
23 H -1.472 2.975 0.672  C8 1.115
24 H -0.679 1.947 -1.779  N9 1.063
25 H -0.270 0.169 -1.491  N9 1.040
26 H 3.108 -0.905 -1.863  C11 1.091
27 H 2.800 0.701 -1.527  C11 1.053
28 H 3.986 -0.206 -0.625  C11 1.096
29 H 1.128 0.612 1.700  C12 1.056
30 H 2.452 2.472 1.477  N13 0.961
31 H 3.138 1.928 0.072  N13 0.966